# 1
ORCA calculation (ωB97M-V/def2-TZVPD) on a structure of composition C5H7NO in a non-equilibrium geometry.

Each line ends with the natural charge from an NBO analysis.
Element x y z (Å)
C: -2.20 0.00 -0.21  -0.6472
C: -0.83 -0.02 -0.83  -0.2387
C: 1.11 0.50 1.18  -0.0157
C: 2.11 0.38 0.29  -0.0576
N: 1.57 -0.40 -0.75  -0.6188
C: 0.22 -0.55 -0.23  0.3871
O: 0.26 -0.79 1.11  -0.5099
H: -2.80 0.84 -0.55  0.2149
H: -2.14 0.01 0.89  0.2259
H: -2.72 -0.92 -0.48  0.2208
H: -0.65 0.42 -1.80  0.2153
H: 0.85 1.12 2.01  0.2179
H: 3.16 0.65 0.36  0.2235
H: 2.07 -1.25 -1.00  0.3825

The value obtained for the total energy is -324.5907 Ha. Its charge is 0.

# 2
ORCA calculation (ωB97M-V/def2-TZVPD) on a structure of composition C17H10F4N4PbSe3Te.

Each line ends with the natural charge from an NBO analysis.
Element x y z (Å)
Pb: -0.75 -0.10 -0.04  0.9802
Se: -3.02 -0.37 1.54  -0.4111
Se: -2.48 1.32 3.01  -0.1388
Te: -0.25 0.66 4.05  0.7606
Se: 0.66 -0.84 2.38  -0.5305
C: -0.59 -4.74 -1.60  -0.6027
C: -0.17 -3.26 -1.54  -0.2596
C: -0.42 -2.57 -2.89  -0.6009
C: 1.36 -3.16 -1.18  -0.5758
C: -0.69 -2.53 -0.41  0.0186
H: -0.02 -5.26 -2.36  0.2233
H: -1.65 -4.82 -1.84  0.2232
H: -0.41 -5.23 -0.64  0.2184
H: 0.15 -3.07 -3.67  0.2238
H: -0.11 -1.52 -2.86  0.2197
H: -1.48 -2.61 -3.15  0.2235
H: 1.87 -3.72 -1.96  0.2559
H: 1.59 -3.61 -0.21  0.2342
H: 1.71 -2.13 -1.18  0.2362
H: -0.83 -3.19 0.47  0.1567
F: 2.00 4.64 -1.03  -0.3020
C: 1.98 5.52 -0.02  0.3492
C: 2.03 6.85 -0.33  0.3533
F: 2.10 7.19 -1.61  -0.2843
C: 2.03 7.86 0.66  -0.1471
C: 1.93 7.38 1.99  0.3512
C: 1.87 6.05 2.28  0.3549
F: 1.79 5.67 3.57  -0.3014
C: 1.90 5.04 1.30  -0.0918
C: 1.81 3.66 1.63  -0.4375
C: 1.66 2.61 0.69  0.3845
N: 1.37 1.68 0.07  -0.4683
C: 1.75 3.10 2.91  0.4060
N: 1.65 2.40 3.83  -0.4925
F: 1.88 8.24 3.00  -0.2838
C: 2.15 9.24 0.36  -0.2178
C: 2.18 10.27 1.34  0.2582
N: 2.20 11.14 2.09  -0.2712
C: 2.27 9.73 -0.97  0.2589
N: 2.37 10.20 -2.02  -0.2730

The value obtained for the total energy is -8937.2698 Ha. Its charge is 0.

# 3
ORCA calculation (ωB97M-V/def2-TZVPD) on a cluster of 2 separate species, C5H14N in total.

Each line ends with the natural charge from an NBO analysis.
Element x y z (Å)
C: -1.25 -1.69 -1.78  -0.6672
C: 0.18 -1.67 -1.37  -0.1466
C: 1.08 -0.80 -1.82  -0.4750
H: -1.92 -1.43 -0.95  0.2137
H: -1.45 -0.98 -2.59  0.2215
H: -1.55 -2.69 -2.09  0.2537
H: 0.50 -2.46 -0.70  0.2154
H: 2.12 -0.86 -1.51  0.2243
H: 0.82 -0.08 -2.59  0.2078
C: -0.07 1.70 2.71  -0.6423
C: 0.40 0.75 1.63  -0.2119
N: -0.13 1.19 0.28  -0.6987
H: 0.50 1.53 3.62  0.2607
H: 0.10 2.74 2.43  0.2235
H: -1.12 1.55 2.95  0.2307
H: 1.48 0.72 1.54  0.2293
H: 0.01 -0.25 1.76  0.2262
H: -1.15 1.30 0.34  0.4326
H: 0.09 0.47 -0.44  0.4671
H: 0.27 2.08 -0.02  0.4353

The value obtained for the total energy is -253.3943 Ha. Its charge is +1.

Here are the calculated energy above the lowest of the compared OMol25 structures with the same formula, charge and spin numbers, same order: 3.639; 3.147; 0.652 (eV).